No. 1
Computed, not measured: 6 unconnected molecules or ions with the total composition C41H48F5O6P, with ωB97M-V/def2-TZVPD.

Output
Orbital gap (hartree): 0.338
E_LUMO (eV): 0.00
Total charge: 0
SMILES: CCC[C@@](CCCCOC)(CP(=O)(O)O)OC=O.Fc1ccccc1.Fc1ccccc1.Fc1ccccc1.Fc1ccccc1.Fc1ccccc1
Spin multiplicity: 1

Element x y z (Å)
C  0.57  1.80  -1.41
C  -0.54  0.64  -1.21
C  -1.97  1.11  -1.75
C  -3.23  0.38  -1.07
C  -3.12  -1.21  -1.00
C  -2.28  -1.80  0.23
C  -0.99  -2.68  -0.25
C  -1.37  -4.18  -0.63
O  -2.04  -4.31  -1.90
C  -1.21  -3.89  -3.01
C  -3.46  1.10  0.36
P  -4.98  0.50  1.29
O  -5.44  1.66  2.20
O  -4.63  -0.89  2.22
O  -6.31  0.12  0.31
O  -4.40  0.80  -1.87
C  -4.53  0.00  -3.03
O  -3.99  0.20  -4.13
H  0.56  2.05  -2.53
H  1.59  1.36  -1.12
H  0.31  2.70  -0.77
H  -0.20  -0.21  -1.90
H  -0.54  0.35  -0.11
H  -2.07  2.23  -1.47
H  -1.98  1.09  -2.89
H  -2.61  -1.60  -1.95
H  -4.14  -1.73  -0.97
H  -2.94  -2.55  0.80
H  -1.85  -1.02  0.95
H  -0.32  -2.73  0.68
H  -0.39  -2.16  -1.06
H  -1.97  -4.65  0.22
H  -0.38  -4.77  -0.65
H  -1.13  -4.78  -3.72
H  -1.74  -3.02  -3.53
H  -0.16  -3.57  -2.71
H  -2.54  1.00  1.04
H  -3.59  2.21  0.16
H  -3.70  -0.72  2.54
H  -6.34  -0.84  0.09
H  -5.25  -0.89  -2.95
F  2.13  4.10  0.47
C  3.25  3.67  1.07
C  4.27  4.57  1.35
C  5.42  4.13  1.98
C  5.56  2.78  2.31
C  4.54  1.88  2.01
C  3.38  2.33  1.40
H  4.15  5.62  1.09
H  6.22  4.82  2.22
H  6.47  2.43  2.79
H  4.65  0.83  2.26
H  2.57  1.64  1.17
F  2.87  2.84  -2.62
C  3.62  3.92  -2.90
C  4.60  3.83  -3.87
C  5.37  4.95  -4.16
C  5.16  6.14  -3.46
C  4.18  6.21  -2.48
C  3.40  5.10  -2.20
H  4.75  2.90  -4.40
H  6.14  4.90  -4.93
H  5.77  7.01  -3.69
H  4.02  7.13  -1.94
H  2.62  5.14  -1.45
F  4.67  3.23  5.15
C  3.93  2.31  5.78
C  2.56  2.45  5.82
C  1.79  1.49  6.47
C  2.41  0.40  7.08
C  3.79  0.27  7.04
C  4.56  1.23  6.38
H  2.09  3.31  5.35
H  0.71  1.58  6.50
H  1.81  -0.35  7.59
H  4.28  -0.58  7.51
H  5.64  1.14  6.33
F  2.58  -1.97  4.28
C  1.84  -2.90  4.91
C  0.46  -2.76  4.95
C  -0.31  -3.72  5.59
C  0.31  -4.81  6.20
C  1.70  -4.94  6.16
C  2.47  -3.98  5.50
H  0.00  -1.90  4.48
H  -1.38  -3.62  5.63
H  -0.28  -5.56  6.71
H  2.18  -5.79  6.64
H  3.55  -4.07  5.45
F  -2.75  -2.85  -6.10
C  -3.92  -2.94  -6.76
C  -4.33  -4.17  -7.25
C  -5.54  -4.27  -7.92
C  -6.32  -3.13  -8.11
C  -5.90  -1.90  -7.61
C  -4.69  -1.81  -6.93
H  -3.70  -5.04  -7.10
H  -5.87  -5.23  -8.30
H  -7.27  -3.21  -8.64
H  -6.51  -1.02  -7.76
H  -4.35  -0.86  -6.53

---

No. 2
Computed, not measured: a molecular structure, C41H48N4O4P2ReSSi2, with ωB97M-V/def2-TZVPD.

Output
Orbital gap (alpha / beta) (hartree): 0.190 / 0.197
E_LUMO (alpha / beta) (eV): -2.20 / -2.02
Total charge: 0
Spin multiplicity: 2
Expectation value of S²: 0.916
Relative energy (zero: lowest compared OMol25 entry of this formula, charge and spin) (kcal/mol): 62.4

Element x y z (Å)
Re  -0.70  -0.40  0.28
C  2.85  3.38  -1.67
Si  1.83  3.01  -0.11
C  2.89  3.34  1.46
C  0.25  4.04  -0.18
C  0.46  5.42  -0.10
C  -0.57  6.33  -0.23
C  -1.84  5.87  -0.50
C  -2.06  4.51  -0.59
C  -1.04  3.57  -0.42
Si  -1.67  1.74  -0.43
C  -2.54  1.59  -2.17
C  -3.15  2.01  0.84
H  3.19  4.41  -1.68
H  2.27  3.22  -2.58
H  3.73  2.75  -1.73
H  3.89  3.64  1.18
H  2.97  2.46  2.08
H  2.48  4.14  2.07
H  1.46  5.79  0.09
H  -0.38  7.39  -0.14
H  -2.66  6.56  -0.62
H  -3.06  4.16  -0.80
H  -3.46  2.16  -2.19
H  -2.78  0.56  -2.39
H  -1.91  1.96  -2.98
H  -4.09  2.12  0.30
H  -3.01  2.90  1.44
H  -3.27  1.16  1.52
O  1.65  1.40  -0.17
C  1.22  0.17  0.02
C  2.35  -0.78  -0.01
C  3.68  -0.36  -0.10
C  4.71  -1.28  -0.11
C  4.45  -2.64  -0.04
C  3.14  -3.08  0.05
C  2.11  -2.16  0.08
P  0.36  -2.63  0.17
C  0.34  -3.75  1.59
C  0.77  -3.12  2.77
C  0.65  -3.75  3.98
C  0.09  -5.02  4.04
C  -0.33  -5.66  2.88
C  -0.21  -5.02  1.65
C  0.26  -3.41  -1.48
C  0.40  -4.75  -1.81
C  0.35  -5.13  -3.14
C  0.19  -4.19  -4.14
C  0.08  -2.85  -3.82
C  0.11  -2.46  -2.50
H  3.89  0.70  -0.14
H  5.74  -0.94  -0.17
H  5.26  -3.35  -0.04
H  2.92  -4.14  0.11
H  1.17  -2.11  2.70
H  0.98  -3.27  4.89
H  -0.04  -5.50  4.99
H  -0.74  -6.66  2.93
H  -0.56  -5.51  0.75
H  0.55  -5.49  -1.04
H  0.46  -6.18  -3.38
H  0.16  -4.51  -5.17
H  -0.01  -2.10  -4.60
H  -0.01  -1.41  -2.23
N  -0.45  0.76  2.70
C  -0.17  0.38  4.04
C  1.14  0.40  4.50
C  1.41  0.13  5.83
C  0.36  -0.16  6.68
C  -0.94  -0.23  6.24
C  -1.21  0.04  4.90
S  0.80  -0.51  8.41
O  -0.41  -0.24  9.16
O  1.91  0.40  8.66
O  1.15  -1.92  8.28
H  -1.35  1.23  2.65
H  0.28  1.40  2.37
H  1.94  0.66  3.82
H  2.41  0.17  6.23
H  -1.72  -0.45  6.95
H  -2.23  0.03  4.55
C  -5.64  -2.81  1.10
N  -5.60  -2.01  -0.11
C  -5.35  -2.87  -1.25
N  -4.14  -3.66  -1.11
C  -4.22  -4.42  0.12
N  -4.43  -3.60  1.30
C  -3.29  -2.76  1.61
P  -2.88  -1.56  0.23
C  -4.64  -0.94  -0.02
C  -2.96  -2.83  -1.14
H  -6.48  -3.50  1.04
H  -5.77  -2.15  1.96
H  -5.27  -2.25  -2.15
H  -6.20  -3.55  -1.37
H  -3.29  -4.99  0.25
H  -5.06  -5.12  0.04
H  -2.42  -3.40  1.80
H  -3.51  -2.20  2.52
H  -4.67  -0.34  -0.93
H  -4.93  -0.29  0.81
H  -2.09  -3.49  -1.08
H  -2.93  -2.31  -2.11

---

No. 3
Computed, not measured: a molecular structure, C41H49BCl2CrN7O2S3, with ωB97M-V/def2-TZVPD.

Output
Orbital gap (alpha / beta) (hartree): 0.250 / 0.196
E_LUMO (alpha / beta) (eV): -3.10 / -4.56
Total charge: +1
Spin multiplicity: 5
Expectation value of S²: 6.041

Element x y z (Å)
Cr  -0.11  -0.42  0.52
C  -4.47  2.25  0.71
C  -3.12  2.69  0.26
C  -2.72  3.99  0.22
C  -1.44  4.35  -0.26
N  -0.59  3.44  -0.67
N  -0.97  2.17  -0.58
B  0.01  1.12  -1.12
N  -0.54  0.49  -2.41
N  -1.18  1.37  -3.21
C  -1.67  0.94  -4.33
C  -1.45  -0.41  -4.74
C  -0.85  -1.30  -3.92
C  -0.66  -2.74  -4.27
C  -0.45  -0.82  -2.63
S  0.10  -1.85  -1.38
C  -2.45  1.95  -5.15
C  -3.25  1.27  -6.26
C  -3.42  2.70  -4.23
C  -1.47  2.96  -5.77
N  1.50  1.47  -1.21
N  1.70  2.33  -2.23
C  2.91  2.76  -2.46
C  3.98  2.36  -1.63
C  3.80  1.47  -0.62
C  4.91  1.01  0.26
C  2.48  0.96  -0.44
S  2.23  -0.30  0.69
C  3.10  3.70  -3.64
C  4.56  3.76  -4.09
C  2.23  3.23  -4.81
C  2.65  5.10  -3.20
C  -2.15  1.73  -0.12
S  -2.39  0.03  0.00
C  -0.97  5.79  -0.41
C  -0.98  6.12  -1.91
C  0.44  5.91  0.17
C  -1.90  6.77  0.32
H  -5.08  3.11  0.98
H  -4.38  1.60  1.57
H  -4.97  1.69  -0.08
H  -3.40  4.76  0.56
H  -1.81  -0.73  -5.71
H  -0.98  -2.94  -5.29
H  -1.22  -3.38  -3.59
H  0.39  -3.03  -4.17
H  -3.88  0.46  -5.88
H  -2.60  0.86  -7.05
H  -3.90  2.00  -6.74
H  -4.16  2.02  -3.80
H  -3.95  3.46  -4.80
H  -2.88  3.18  -3.41
H  -0.69  2.46  -6.35
H  -0.99  3.55  -4.99
H  -2.00  3.64  -6.43
H  4.97  2.76  -1.80
H  5.85  1.49  -0.03
H  5.04  -0.07  0.19
H  4.69  1.25  1.30
H  4.97  2.76  -4.28
H  5.20  4.25  -3.36
H  4.63  4.33  -5.01
H  2.59  2.27  -5.20
H  2.28  3.96  -5.62
H  1.20  3.11  -4.51
H  3.22  5.44  -2.34
H  1.60  5.11  -2.93
H  2.81  5.82  -4.01
H  -0.37  5.41  -2.46
H  -0.59  7.12  -2.07
H  -1.99  6.08  -2.31
H  1.11  5.17  -0.26
H  0.44  5.77  1.25
H  0.84  6.91  -0.04
H  -2.90  6.78  -0.10
H  -1.50  7.78  0.22
H  -1.96  6.54  1.39
Cl  -3.50  -0.50  6.53
C  -3.31  -1.49  5.12
C  -4.04  -2.67  5.08
C  -3.80  -3.63  4.11
C  -2.74  -3.43  3.23
C  -2.05  -2.25  3.28
Cl  -0.55  -2.20  2.31
C  -2.35  -1.17  4.14
N  -1.68  0.02  4.02
C  -2.19  1.34  4.13
C  -3.55  1.61  4.20
C  -4.00  2.92  4.30
C  -3.10  3.97  4.30
C  -1.74  3.70  4.19
C  -1.27  2.40  4.08
C  0.20  2.15  3.84
C  0.43  1.96  2.35
O  1.11  2.70  1.68
O  -0.25  0.95  1.87
H  -4.78  -2.84  5.84
H  -4.37  -4.54  4.09
H  -2.45  -4.20  2.53
H  -0.93  0.00  3.34
H  -4.27  0.81  4.17
H  -5.06  3.11  4.37
H  -3.44  4.99  4.41
H  -1.03  4.51  4.16
H  0.53  1.26  4.39
H  0.80  3.00  4.17

---

No. 4
Computed, not measured: 6 unconnected molecules or ions with the total composition C41H49BN3O16S, with ωB97M-V/def2-TZVPD.

Output
Orbital gap (hartree): 0.277
E_LUMO (eV): -3.95
Total charge: +1
Spin multiplicity: 1

Element x y z (Å)
C  1.82  0.43  1.51
C  0.17  0.32  1.45
O  -0.36  1.72  1.46
C  -0.34  -0.52  0.12
N  -1.86  -0.47  -0.07
C  -2.22  0.47  -1.22
C  -3.52  1.36  -0.69
O  -4.66  0.43  -0.65
N  -5.23  0.35  0.56
C  -6.37  1.38  0.57
C  -6.57  2.12  2.02
C  -6.15  3.74  2.01
C  -4.56  3.94  1.66
S  -3.83  5.57  2.24
O  -4.78  6.78  2.14
O  -3.23  5.36  3.67
O  -2.51  5.91  1.16
B  -5.78  -1.09  0.67
O  -6.70  -1.49  -0.44
N  -5.33  -1.99  1.80
C  -5.99  -3.35  1.78
C  -5.66  -1.36  3.17
H  2.21  -0.13  0.55
H  2.20  1.53  1.47
H  2.18  -0.14  2.49
H  -0.23  -0.19  2.44
H  -0.03  2.16  2.32
H  -0.08  -1.67  0.31
H  0.20  -0.16  -0.87
H  -2.23  -1.45  -0.25
H  -1.36  1.26  -1.42
H  -2.46  -0.14  -2.19
H  -3.76  2.23  -1.45
H  -3.25  1.87  0.33
H  -4.58  0.48  1.37
H  -7.40  0.93  0.25
H  -6.12  2.25  -0.21
H  -5.98  1.60  2.89
H  -7.72  2.10  2.32
H  -6.79  4.30  1.19
H  -6.39  4.25  3.06
H  -3.87  3.09  2.12
H  -4.46  3.90  0.48
H  -1.79  6.43  1.65
H  -6.08  -1.95  -1.10
H  -6.97  -3.43  2.46
H  -6.22  -3.78  0.72
H  -5.21  -4.11  2.28
H  -6.62  -0.65  3.08
H  -5.83  -2.16  4.01
H  -4.69  -0.75  3.48
C  4.92  -1.74  5.04
C  3.77  -2.14  4.50
C  3.74  -2.85  3.21
O  2.68  -3.21  2.70
C  5.03  -3.12  2.54
C  6.18  -2.72  3.09
C  6.22  -2.01  4.38
O  7.27  -1.65  4.88
H  4.96  -1.22  5.99
H  2.81  -1.95  4.97
H  4.99  -3.64  1.60
H  7.14  -2.91  2.61
C  10.13  -3.98  0.17
C  11.28  -4.55  0.55
C  11.31  -5.62  1.56
O  12.37  -6.14  1.91
C  10.02  -6.05  2.13
C  8.87  -5.49  1.75
C  8.84  -4.41  0.74
O  7.79  -3.90  0.40
H  10.09  -3.19  -0.57
H  12.24  -4.24  0.13
H  10.06  -6.84  2.87
H  7.92  -5.79  2.17
C  -0.13  1.09  -4.19
C  -0.64  1.11  -5.43
C  -0.36  0.03  -6.40
O  -0.82  0.06  -7.53
C  0.49  -1.09  -5.94
C  0.99  -1.12  -4.70
C  0.71  -0.03  -3.74
O  1.17  -0.06  -2.60
H  -0.33  1.87  -3.48
H  -1.26  1.93  -5.78
H  0.68  -1.88  -6.65
H  1.61  -1.93  -4.35
C  7.83  2.49  0.01
C  7.58  1.24  0.39
C  6.20  0.79  0.69
O  5.97  -0.36  1.05
C  5.12  1.79  0.55
C  5.37  3.04  0.17
C  6.75  3.49  -0.13
O  6.98  4.64  -0.48
H  8.83  2.84  -0.21
H  8.36  0.50  0.50
H  4.12  1.44  0.78
H  4.59  3.78  0.06
C  -6.18  2.05  -3.80
C  -7.33  1.66  -4.35
C  -7.36  0.94  -5.64
O  -8.42  0.59  -6.14
C  -6.07  0.68  -6.30
C  -4.92  1.08  -5.76
C  -4.88  1.79  -4.47
O  -3.83  2.15  -3.96
H  -6.14  2.58  -2.86
H  -8.29  1.84  -3.87
H  -6.11  0.16  -7.25
H  -3.96  0.89  -6.23

---

How do the records compare in E_tot? In the order shown, they have -78455.475, -104743.178, -144486.211, -92033.933 eV.